C20H19FeI2NO6S2 as an isolated structure, computed with ωB97M-V with the def2-TZVPD basis set.

Output
⟨S²⟩ = 0.76
net charge = -1
DFT total energy = -107082.4092 eV
2S+1 = 2
Kohn-Sham gap (alpha / beta) = 5.620 / 6.330 eV

Structure (XYZ):
```
51
C20H19FeI2NO6S2, DFT ωB97M-V with the def2-TZVPD basis set
Fe 0.189 -0.040 -0.041
C 0.339 3.383 3.588
C 0.620 2.201 2.700
S -0.261 2.190 1.244
C 1.519 1.216 3.049
C 2.330 1.288 4.313
S 1.826 -0.165 2.095
H -0.444 3.989 3.138
H 1.229 4.001 3.710
H -0.001 3.050 4.569
H 2.111 2.178 4.893
H 3.390 1.282 4.059
H 2.135 0.409 4.928
I -1.378 0.809 -2.072
C -3.458 0.977 -1.347
I -3.698 1.057 0.771
H -4.030 0.121 -1.691
H -3.882 1.896 -1.735
C -2.557 -2.515 1.961
C -1.443 -2.211 0.991
O -1.109 -0.969 0.897
C -0.850 -3.238 0.218
C -1.295 -4.579 0.269
C -0.737 -5.556 -0.520
C 0.318 -5.254 -1.380
C 0.808 -3.969 -1.445
C 0.246 -2.932 -0.677
O 0.713 -1.742 -0.799
H -2.838 -1.602 2.481
H -2.241 -3.260 2.689
H -3.426 -2.897 1.425
H -2.105 -4.830 0.934
H -1.121 -6.566 -0.476
H 0.751 -6.025 -2.000
H 1.626 -3.707 -2.099
O 0.976 0.902 -2.973
C 1.760 1.229 -2.066
O 1.626 0.907 -0.846
C 2.908 2.138 -2.345
C 3.345 2.958 -1.300
C 4.336 3.895 -1.532
C 4.910 4.011 -2.778
C 4.496 3.165 -3.818
C 3.480 2.232 -3.599
N 5.097 3.273 -5.086
O 4.733 2.503 -5.987
O 5.971 4.142 -5.245
H 2.887 2.860 -0.327
H 4.650 4.546 -0.728
H 5.675 4.744 -2.978
H 3.151 1.596 -4.407
```

And the Löwdin charges, in e, turn out to be: number 1, Fe, carries 0.073; number 2, C, carries -0.159; number 3, C, carries -0.775; number 4, S, carries 0.651; number 5, C, carries -0.792; number 6, C, carries -0.152; number 7, S, carries 0.720; number 8, H, carries 0.045; number 9, H, carries 0.076; number 10, H, carries 0.076; number 11, H, carries 0.052; number 12, H, carries 0.068; number 13, H, carries 0.067; number 14, I, carries 1.216; number 15, C, carries -1.049; number 16, I, carries 0.748; number 17, H, carries -0.053; number 18, H, carries -0.057; number 19, C, carries -0.027; number 20, C, carries -0.314; number 21, O, carries -0.219; number 22, C, carries -0.097; number 23, C, carries -0.047; number 24, C, carries -0.125; number 25, C, carries -0.093; number 26, C, carries -0.010; number 27, C, carries -0.315; number 28, O, carries -0.118; number 29, H, carries 0.055; number 30, H, carries 0.086; number 31, H, carries 0.088; number 32, H, carries 0.097; number 33, H, carries 0.087; number 34, H, carries 0.096; number 35, H, carries 0.113; number 36, O, carries -0.216; number 37, C, carries -0.626; number 38, O, carries -0.189; number 39, C, carries -0.093; number 40, C, carries 0.023; number 41, C, carries -0.059; number 42, C, carries 0.000; number 43, C, carries -0.162; number 44, C, carries 0.081; number 45, N, carries -0.340; number 46, O, carries 0.059; number 47, O, carries 0.041; number 48, H, carries 0.121; number 49, H, carries 0.105; number 50, H, carries 0.111; number 51, H, carries 0.130